(1)
3 unconnected molecules or ions with the total composition C13H29N2O4S3. Source: the Open Molecules 2025 dataset; level of theory: ωB97M-V/def2-TZVPD.

## Properties
molar mass	373.59	g mol⁻¹
energy relative to the best compared isomer or geometry (same formula, charge and spin)	364.5	kJ/mol
energy	-57623.8016	eV
frontier orbital gap	7.582	eV
charge	-1

Last columns: bonded neighbours and bond lengths (Å).
Element x y z (Å)
1 O -6.562 -3.180 1.485  S2 1.528
2 S -5.845 -2.167 0.593  O1 1.528, O3 1.579, N4 1.695, H11 1.433
3 O -4.449 -1.884 1.273  S2 1.579
4 N -6.558 -0.671 0.235  S2 1.695, S5 1.694
5 S -8.153 -0.350 0.709  N4 1.694, O6 1.579, O7 1.577, N8 1.723
6 O -8.182 1.071 1.397  S5 1.579
7 O -9.051 -0.185 -0.577  S5 1.577
8 N -8.993 -1.419 1.768  S5 1.723, C9 1.402
9 C -9.639 -2.367 0.963  N8 1.402, S10 1.733
10 S -10.465 -3.692 0.211  C9 1.733
11 H -5.504 -2.849 -0.620  S2 1.433
12 C 2.308 -0.877 1.010  C13 1.521, H18 1.094, H19 1.095, H20 1.094
13 C 0.935 -1.255 0.475  C12 1.521, C14 1.531, H21 1.095, H22 1.097
14 C -0.218 -0.679 1.303  C13 1.531, C15 1.533, H23 1.096, H24 1.097
15 C -0.287 -1.160 2.757  C14 1.533, C16 1.530, H25 1.097, H26 1.096
16 C -0.391 -2.675 2.944  C15 1.530, C17 1.521, H27 1.097, H28 1.095
17 C -1.653 -3.272 2.341  C16 1.521, H29 1.094, H30 1.095, H31 1.094
18 H 2.475 -1.281 2.012  C12 1.094
19 H 3.088 -1.279 0.356  C12 1.095
20 H 2.426 0.210 1.050  C12 1.094
21 H 0.852 -2.344 0.409  C13 1.095
22 H 0.846 -0.877 -0.551  C13 1.097
23 H -1.162 -0.910 0.797  C14 1.096
24 H -0.139 0.415 1.306  C14 1.097
25 H -1.153 -0.684 3.235  C15 1.097
26 H 0.593 -0.799 3.302  C15 1.096
27 H -0.383 -2.893 4.019  C16 1.097
28 H 0.489 -3.174 2.524  C16 1.095
29 H -2.547 -2.814 2.775  C17 1.094
30 H -1.693 -4.348 2.541  C17 1.095
31 H -1.686 -3.136 1.256  C17 1.094
32 C 1.822 2.632 -1.117  C33 1.521, H38 1.094, H39 1.095, H40 1.094
33 C 3.094 3.461 -1.218  C32 1.521, C34 1.531, H41 1.095, H42 1.097
34 C 3.632 3.574 -2.647  C33 1.531, C35 1.533, H43 1.096, H44 1.097
35 C 4.050 2.251 -3.298  C34 1.533, C36 1.530, H45 1.097, H46 1.096
36 C 5.114 1.453 -2.541  C35 1.530, C37 1.521, H47 1.097, H48 1.095
37 C 6.440 2.187 -2.411  C36 1.521, H49 1.094, H50 1.095, H51 1.094
38 H 1.992 1.595 -1.418  C32 1.094
39 H 1.461 2.623 -0.084  C32 1.095
40 H 1.033 3.050 -1.748  C32 1.094
41 H 3.857 3.047 -0.551  C33 1.095
42 H 2.879 4.472 -0.848  C33 1.097
43 H 4.483 4.265 -2.646  C34 1.096
44 H 2.867 4.042 -3.278  C34 1.097
45 H 4.422 2.468 -4.308  C35 1.097
46 H 3.166 1.617 -3.434  C35 1.096
47 H 5.289 0.513 -3.078  C36 1.097
48 H 4.749 1.174 -1.547  C36 1.095
49 H 6.843 2.441 -3.396  C37 1.094
50 H 7.171 1.553 -1.900  C37 1.095
51 H 6.336 3.107 -1.830  C37 1.094



(2)
5 unconnected molecules or ions with the total composition C13H29N4O7. Source: the Open Molecules 2025 dataset; level of theory: ωB97M-V/def2-TZVPD.

## Properties
molar mass	353.40	g mol⁻¹
energy relative to the best compared isomer or geometry (same formula, charge and spin)	158.7	kJ/mol
energy	-34244.4554	eV
frontier orbital gap	5.035	eV
charge	-1

Last columns: bonded neighbours and bond lengths (Å).
Element x y z (Å)
1 O 1.056 -1.610 -0.273  C2 1.282, H5 0.960
2 C 0.160 -2.328 -0.841  O1 1.282, O3 1.270, O4 1.241
3 O 0.448 -2.969 -1.899  C2 1.270
4 O -1.013 -2.468 -0.460  C2 1.241
5 H 1.687 -1.927 -0.924  O1 0.960
6 C -7.029 -8.048 3.697  C7 1.555, H11 1.090, H12 1.090, H13 1.090
7 C -6.278 -6.903 2.960  C6 1.555, O8 1.212, N9 1.335
8 O -6.325 -6.739 1.760  C7 1.212
9 N -5.602 -6.028 3.707  C7 1.335, C10 1.468, H14 1.010
10 C -5.723 -5.629 5.115  N9 1.468, H15 1.090, H16 1.090, H17 1.090
11 H -6.210 -8.663 4.072  C6 1.090
12 H -7.655 -8.705 3.093  C6 1.090
13 H -7.641 -7.670 4.516  C6 1.090
14 H -5.101 -5.297 3.223  N9 1.010
15 H -5.372 -4.623 5.346  C10 1.090
16 H -5.045 -6.242 5.709  C10 1.090
17 H -6.758 -5.697 5.451  C10 1.090
18 C 8.246 3.612 7.209  C19 1.502, H23 1.090, H24 1.090, H25 1.090
19 C 7.905 3.765 5.754  C18 1.502, O20 1.302, N21 1.303
20 O 7.871 4.967 5.255  C19 1.302
21 N 7.416 2.713 5.160  C19 1.303, C22 1.420, H26 1.010
22 C 6.791 2.565 3.894  N21 1.420, H27 1.090, H28 1.090, H29 1.090
23 H 9.057 4.276 7.506  C18 1.090
24 H 8.475 2.576 7.458  C18 1.090
25 H 7.387 3.943 7.794  C18 1.090
26 H 7.232 1.820 5.594  N21 1.010
27 H 7.098 3.424 3.298  C22 1.090
28 H 5.705 2.489 3.950  C22 1.090
29 H 7.131 1.638 3.432  C22 1.090
30 C 7.736 5.178 -8.102  C31 1.500, H35 1.090, H36 1.090, H37 1.090
31 C 6.511 4.713 -7.371  C30 1.500, O32 1.217, N33 1.330
32 O 5.497 5.385 -7.357  C31 1.217
33 N 6.599 3.551 -6.730  C31 1.330, C34 1.426, H38 1.010
34 C 5.642 2.723 -6.072  N33 1.426, H39 1.090, H40 1.090, H41 1.090
35 H 7.691 6.178 -8.533  C30 1.090
36 H 7.981 4.418 -8.845  C30 1.090
37 H 8.452 5.088 -7.286  C30 1.090
38 H 7.546 3.202 -6.685  N33 1.010
39 H 6.229 2.067 -5.428  C34 1.090
40 H 4.932 2.215 -6.724  C34 1.090
41 H 5.070 3.244 -5.304  C34 1.090
42 C -8.308 1.234 -3.884  C43 1.509, H47 1.090, H48 1.090, H49 1.090
43 C -7.866 0.332 -2.758  C42 1.509, O44 1.211, N45 1.344
44 O -7.237 -0.659 -3.055  C43 1.211
45 N -8.454 0.624 -1.586  C43 1.344, C46 1.526, H50 1.010
46 C -8.093 -0.256 -0.392  N45 1.526, H51 1.090, H52 1.090, H53 1.090
47 H -7.550 1.033 -4.641  C42 1.090
48 H -8.134 2.295 -3.703  C42 1.090
49 H -9.256 1.059 -4.392  C42 1.090
50 H -9.211 1.278 -1.449  N45 1.010
51 H -8.584 0.195 0.471  C46 1.090
52 H -7.065 -0.015 -0.124  C46 1.090
53 H -8.040 -1.324 -0.605  C46 1.090